A structure of composition C31H30Br2N3O7S2V. Source: the Open Molecules 2025 dataset; level of theory: ωB97M-V/def2-TZVPD.

Output
HOMO energy (spin up / spin down) = -0.292 / -0.296 hartree
ΔE to the lowest compared entry with this formula, charge and spin = 49.4 kJ/mol

```
! wB97M-V def2-TZVPD RIJCOSX def2/J DEFGRID3
* xyz 0 3
H -1.1917 4.9598 4.4275
C 4.3460 1.3344 -0.9180
H 4.2017 1.2687 -1.9944
V -0.0935 0.3475 0.5154
C -2.4388 2.4192 -1.5251
H -1.1460 -4.0641 -3.6696
N 0.1493 0.1562 2.6248
H 1.5140 -2.8307 3.3283
H -2.8820 0.6399 1.8589
H -3.0714 3.9381 -2.9634
C -2.0775 -2.2161 0.3471
O 1.5188 -6.3583 -4.9255
N -2.7332 -5.3922 -0.3180
H -1.1700 -2.6543 -0.0977
C -0.1911 -3.9372 -3.1070
C 3.7204 3.6738 -1.0525
C -0.9607 3.9220 4.1148
C -4.3645 -2.4542 1.2285
C -0.0756 -2.7759 -2.3650
H -3.4294 1.9558 -1.6320
H 4.1796 0.4328 -0.3417
H -5.2268 -3.1414 1.3753
S 1.3051 -1.1928 -0.5403
O 1.6289 1.2553 0.6300
C 0.6556 -5.9961 -4.1424
C 0.4155 1.8772 4.3671
O -2.1812 -0.1799 -2.3816
C -0.3715 1.7912 -3.2231
C -0.0454 3.1554 4.8012
C -3.0429 -0.3678 1.4314
C 2.0652 -4.6117 -2.5271
N -1.9609 -0.9309 0.8017
H 3.1004 3.5936 -1.9318
H 4.7507 3.7714 -1.3583
C -4.2273 -1.1085 1.5823
H -0.1815 -2.6181 3.7263
H 3.5104 4.5959 -0.4843
H 5.4509 1.5952 -0.7781
C 2.1706 -3.4929 -1.6843
C 0.8719 -4.8418 -3.1842
H 3.1309 -3.3222 -1.1672
O 3.9329 2.7421 1.1097
C 3.4844 2.4382 -0.1991
C 1.2524 -0.3572 4.7304
C 1.8907 2.1688 -0.2378
C 0.7045 -0.7746 3.4585
C -3.0530 -4.3449 0.1434
H 2.8862 -5.3014 -2.6592
H -0.8769 -2.0552 -2.3070
O 1.0992 2.9087 -0.9034
C 1.0202 0.9244 5.2409
H -5.0328 -0.5930 2.0774
H -2.3298 2.7920 -0.5157
H 3.7692 1.9780 1.7019
C -1.3555 3.5608 2.8360
C -0.0397 1.4417 3.0928
H -2.0789 2.1050 -4.4312
C 1.1262 -2.5554 -1.6280
H 0.4508 -2.3204 2.0248
H -0.9468 3.4857 -4.4177
H 1.8067 -1.1835 5.2679
C 0.6107 -2.2258 3.1171
C -1.3969 2.7376 -3.8068
S -1.3110 0.9286 -1.8430
O -0.5301 -6.6215 -4.1406
Br -2.6388 4.5678 1.9363
H -1.1546 -6.3168 -3.4656
C -2.1465 3.4328 -2.6738
H 0.4111 2.4222 -2.7698
Br 0.3089 3.9984 6.4829
O -1.2496 1.9505 1.0671
C -0.8999 2.2942 2.2719
H 1.2758 1.3158 6.2014
C -3.1781 -3.0125 0.6389
H 0.0240 1.0395 -3.9440
H -1.4577 4.2332 -2.3049
*
```

---

The molecule C2H5N. Source: the Open Molecules 2025 dataset; level of theory: ωB97M-V/def2-TZVPD.

Output
HOMO energy = -0.370 hartree
SMILES = [H]/N=C/C
ΔE to the lowest compared entry with this formula, charge and spin = 26.0 kJ/mol

```
! wB97M-V def2-TZVPD RIJCOSX def2/J DEFGRID3
* xyz 0 1
H 2.4095 -0.2950 0.1816
H 0.8898 0.0656 1.4446
H -0.6752 0.7692 -1.0829
C 0.6454 0.1405 0.4386
C -0.7088 0.3048 -0.0970
H -1.3685 0.8338 0.6368
H -1.0813 -0.6725 -0.0123
N 1.5882 -0.0463 -0.3716
*
```

---

no.,maximum force (eV Å⁻¹),total energy (Ha)
1,4.7,-8778.71159
2,2.6,-133.92351